1.
The following is a DFT calculation (ωB97M-V/def2-TZVPD) of a molecular structure, C34H60AsF6N4.

XYZ file:
```
105
Properties=species:S:1:pos:R:3:forces:R:3
C 1.2837 -4.6731 28.4773 -0.4 -1.2 -1.0
C 1.5292 -6.1021 27.8158 0.9 1.2 -1.4
C 1.2035 -5.9647 26.3054 -0.9 0.5 -0.1
N 1.6366 -7.0415 25.2864 -1.4 0.6 0.1
C 0.9615 -6.7162 23.8913 1.2 -0.8 0.1
C 1.4929 -7.6339 22.7230 1.2 0.2 1.1
C 3.0718 -7.7059 22.6697 -1.0 0.3 0.6
C 3.6903 -7.9555 24.0569 0.5 0.4 0.3
C 3.1906 -7.0232 25.1887 -1.5 -1.6 -0.9
C 1.0226 -8.3527 25.7978 2.8 -0.1 -0.6
H 0.2380 -4.4342 28.2840 -0.2 0.1 0.7
H 1.8090 -3.8664 27.9660 0.4 -0.3 -0.2
H 1.5674 -4.6204 29.5284 -0.3 -0.3 -0.1
H 0.9045 -6.9174 28.1808 0.3 0.2 0.6
H 2.6007 -6.3018 27.8221 0.0 -0.4 0.8
H 1.5727 -5.0053 25.9432 0.1 -0.1 -0.2
H 0.1144 -5.9484 26.2660 -0.1 0.1 -0.5
H 1.1906 -5.6697 23.6899 0.0 0.0 0.0
H -0.1094 -6.8400 24.0528 0.1 0.1 0.0
H 1.0715 -7.3174 21.7689 0.0 0.3 0.2
H 1.1895 -8.6741 22.8416 -0.4 0.1 0.3
H 3.5458 -6.7891 22.3191 -0.4 0.2 -0.3
H 3.3351 -8.4905 21.9604 0.1 0.0 0.1
H 4.7517 -7.7180 23.9848 0.2 0.1 -0.1
H 3.7368 -8.9859 24.4093 -0.6 -0.2 -0.2
H 3.4714 -5.9864 25.0034 -0.1 -0.1 0.3
H 3.5320 -7.4348 26.1384 0.2 0.5 0.0
H 1.6368 -8.5631 26.6733 -0.6 -0.2 0.4
H 1.3510 -9.0982 25.0736 -0.5 -0.1 0.0
H -0.0531 -8.3832 25.9714 0.2 0.6 -0.1
C -12.0026 -11.2140 21.7607 -0.7 0.2 0.8
C -10.8483 -10.3476 22.2997 -1.1 -1.1 -0.4
C -9.5087 -11.0065 21.9829 0.3 0.0 0.7
C -9.1092 -12.3077 22.8372 0.3 2.1 -1.6
N -7.6624 -12.7496 22.4932 1.0 0.2 1.3
C -7.2536 -13.8651 23.5045 1.0 -0.5 0.1
C -6.7964 -13.2073 24.8636 -1.6 -0.5 -0.2
C -6.5374 -11.7549 24.5475 -0.1 0.8 -2.0
C -6.6604 -11.6406 22.9613 -0.2 -0.5 1.1
C -7.3626 -13.1224 21.0015 -0.7 -0.1 0.5
C -8.4789 -14.0024 20.4521 -0.8 -0.8 0.6
C -8.2105 -14.6899 19.1309 1.5 0.3 -0.2
H -11.8514 -11.5330 20.7294 0.2 0.1 0.0
H -12.9690 -10.7126 21.8122 0.1 0.3 -0.2
H -12.2034 -12.1038 22.3574 0.4 -0.2 0.1
H -10.9239 -10.1151 23.3619 -0.2 -0.3 0.1
H -10.9092 -9.3705 21.8204 0.3 -0.1 -0.2
H -8.8883 -10.1249 22.1438 1.0 -0.6 0.0
H -9.5111 -11.2545 20.9215 0.2 0.0 0.0
H -9.8241 -13.0979 22.6081 0.4 -0.1 0.2
H -9.0902 -12.0599 23.8985 -0.1 -0.2 -0.1
H -6.3697 -14.3969 23.1524 0.2 0.5 -0.7
H -7.9470 -14.7054 23.5405 -0.7 0.6 0.2
H -5.9790 -13.7500 25.3385 0.1 0.0 -0.5
H -7.5989 -13.2345 25.6007 -0.1 -0.2 -0.1
H -5.5719 -11.3612 24.8651 0.0 -0.1 -0.1
H -7.2929 -11.1012 24.9834 0.1 -0.1 0.1
H -5.7166 -11.9162 22.4906 -0.1 0.2 -0.1
H -6.9990 -10.6470 22.6677 0.1 -0.3 -0.3
H -6.3962 -13.6260 20.9825 -0.1 -0.2 0.3
H -7.1974 -12.2267 20.4028 -0.4 0.3 0.4
H -9.4410 -13.4904 20.4361 0.1 0.3 -0.1
H -8.6332 -14.8313 21.1429 0.0 0.0 0.4
H -8.0531 -13.9522 18.3440 -0.4 -0.2 -0.3
H -8.8759 -15.5059 18.8491 -0.4 0.5 0.1
H -7.2453 -15.1838 19.2436 0.2 -0.1 -0.1
As -5.8032 -5.2291 26.7718 1.6 0.1 0.8
F -6.9873 -5.2743 28.1138 0.9 -0.2 -1.4
F -6.8498 -6.1354 25.7185 0.1 0.3 0.1
F -4.4704 -5.2088 25.4770 -1.5 0.1 1.4
F -4.7462 -4.2867 27.9061 -0.6 -1.1 -1.2
F -5.0925 -6.8147 27.2711 -0.5 1.4 0.0
F -6.4279 -3.7169 26.1640 0.2 -0.7 0.2
N -7.7941 0.0766 32.5934 -0.3 -1.1 1.0
C -8.4323 -0.2895 31.4479 0.1 1.1 -0.8
C -9.5951 0.4606 31.3918 -0.3 0.0 -1.4
C -9.7130 1.2184 32.5498 1.2 -0.9 2.4
C -8.6396 0.8193 33.3651 -0.3 1.9 -0.7
H -6.8906 -0.2824 32.8673 -0.4 0.0 0.1
H -7.8923 -0.8490 30.6983 -0.3 -0.1 0.0
H -10.2665 0.6179 30.5605 0.1 -0.6 -0.2
H -10.4691 1.8969 32.9165 -0.2 -0.1 -0.4
H -8.3946 1.2147 34.3398 0.3 -0.2 -0.1
N -3.7958 0.7522 28.4896 0.1 1.7 -0.7
C -2.8930 1.2497 29.4227 -1.1 1.1 -0.6
C -2.9602 2.6712 29.3728 -0.2 -2.6 0.0
C -3.8770 3.0008 28.3663 -0.6 -1.6 -1.1
C -4.3768 1.7932 27.7313 1.5 1.4 3.2
H -4.0846 -0.2123 28.4089 0.3 0.1 -0.1
H -2.3400 0.5359 30.0152 0.0 0.3 0.1
H -2.5069 3.4029 30.0251 0.3 -0.3 -0.1
H -4.0718 4.0553 28.2379 -0.5 -0.2 -0.8
H -5.1732 1.6123 27.0246 0.2 0.0 0.1
C -11.3929 -10.2184 30.3392 1.3 2.0 -1.3
C -10.1163 -9.7965 29.8950 -0.5 -0.8 0.8
C -9.0219 -10.3334 30.5535 1.4 0.5 -1.4
C -9.1032 -11.2155 31.5809 -1.3 -0.9 0.3
C -10.3627 -11.5139 32.0745 0.7 0.1 0.2
C -11.4962 -10.9527 31.4749 -0.2 -1.7 1.2
H -12.2345 -9.8338 29.7821 -0.3 -0.1 0.3
H -9.9807 -9.1003 29.0806 -0.1 -0.1 -0.1
H -7.9976 -10.2221 30.2299 0.0 0.8 -0.6
H -8.2391 -11.7932 31.8741 0.1 0.3 0.4
H -10.3159 -12.2007 32.9066 -1.0 -0.1 0.2
H -12.4689 -11.2338 31.8506 -0.1 0.1 0.1
```
Positions in Å, forces in eV/Å.

Results
LUMO energy = -0.0785 Eh
Orbital gap = 0.2285 Ha
E_HOMO = -8.354 eV
Total charge = +1
Total energy = -119328.0243 eV


2.
The following is a DFT calculation (ωB97M-V/def2-TZVPD) of a molecular structure, C34H60BrCl2IN3O10P2STi.

XYZ file:
```
115
Properties=species:S:1:pos:R:3:forces:R:3
Ti -21.6052 5.4509 8.5607 0.1 0.3 -0.4
N -21.6008 5.7091 10.6397 -1.0 1.0 0.6
C -20.5543 5.3776 11.6645 0.2 -0.2 -0.5
C -20.0079 3.9546 11.6112 0.8 0.5 -0.4
C -20.9827 2.8874 11.1859 -0.3 0.2 -0.3
C -20.8306 2.4755 9.7441 0.2 -0.8 -1.3
N -21.5689 3.3176 8.6855 -0.7 0.5 1.8
H -21.7381 6.7583 10.6252 0.2 -1.2 0.2
H -22.5215 5.3720 10.9578 0.3 0.1 -0.1
H -20.9768 5.5687 12.6510 0.0 0.2 -0.1
H -19.7440 6.0567 11.4475 0.2 0.3 0.3
H -19.5708 3.7572 12.5787 -0.3 -0.1 0.5
H -19.1085 3.8703 10.9736 -0.5 0.4 -0.1
H -22.0292 3.1826 11.3131 0.0 -0.2 0.4
H -20.7856 2.0161 11.7941 -0.3 -0.4 0.1
H -21.2576 1.4618 9.6225 0.3 0.4 -0.1
H -19.7663 2.4274 9.4158 -0.8 0.1 0.3
H -22.5807 3.0950 8.7460 0.6 -0.2 -0.1
H -21.2498 2.9983 7.7903 0.2 -0.5 -0.9
C -24.6943 10.5617 10.7831 0.3 0.2 -0.1
C -24.1221 9.1705 10.6818 0.1 0.6 0.1
C -24.3888 8.4374 11.9531 0.4 -0.3 -0.2
O -24.8294 8.4847 9.6079 0.4 -0.8 -1.4
P -24.2037 7.6582 8.4135 -0.5 0.2 1.7
O -23.2492 6.5799 8.9332 0.5 -1.2 0.3
C -23.1771 8.6038 7.3473 -0.2 2.0 -0.2
P -21.4041 8.2732 7.4355 -1.3 0.4 0.2
O -21.2488 6.7811 7.1386 -0.3 -0.5 0.2
O -20.6762 9.2000 6.4743 0.7 0.3 0.2
C -20.5242 9.0649 4.9668 -0.1 -0.6 -0.1
C -21.1542 10.2797 4.3602 0.1 0.3 0.3
C -19.0773 8.8634 4.5980 0.4 -0.2 0.4
O -21.1246 8.6505 8.9193 0.7 0.2 -0.3
C -20.0269 9.6866 9.3254 -0.8 -1.0 0.4
C -20.6115 11.0537 9.1524 -0.5 -0.2 0.1
C -19.7123 9.2833 10.7484 -0.2 -0.4 -0.4
O -25.4047 7.1134 7.6513 -0.5 0.1 -0.3
C -26.8625 7.0613 8.1736 0.1 0.6 0.0
C -27.3386 5.6966 7.8338 0.1 -0.5 0.5
C -27.6841 8.1397 7.5125 0.6 0.1 -0.3
H -24.1506 11.0839 11.5891 -0.5 0.0 -0.3
H -25.7637 10.4836 10.9944 0.2 0.1 0.2
H -24.5964 11.1271 9.8580 0.1 0.1 0.0
H -23.0572 9.1536 10.4412 0.1 0.2 -0.1
H -25.4526 8.3178 12.0397 -0.5 0.0 0.4
H -23.9818 9.0145 12.7850 -0.1 -0.3 0.1
H -23.9556 7.4470 11.8868 0.2 -0.3 0.4
H -23.3717 9.6945 7.5891 0.3 -1.0 -0.4
H -23.5596 8.4350 6.3544 -0.1 0.0 -0.7
H -21.1211 8.1729 4.7774 0.1 -0.1 -0.4
H -20.8173 11.1994 4.8483 0.2 -0.2 -0.2
H -22.2207 10.2316 4.4715 -0.6 0.1 -0.1
H -20.9182 10.3242 3.3008 0.0 0.0 -0.1
H -18.5238 9.7971 4.7205 0.0 -0.1 0.0
H -18.9886 8.5616 3.5500 -0.3 0.2 0.1
H -18.5809 8.0714 5.1761 -0.3 0.2 0.0
H -19.2200 9.4066 8.6579 0.2 0.5 0.0
H -21.4605 11.1996 9.8409 0.2 -0.1 -0.3
H -20.9278 11.2601 8.1212 0.2 0.0 0.3
H -19.8484 11.7473 9.4620 0.3 0.5 -0.1
H -20.5061 9.4501 11.4759 -0.1 0.4 -0.2
H -18.8139 9.7676 11.0677 0.5 0.5 0.3
H -19.5085 8.2223 10.7559 0.2 -0.4 0.0
H -26.7329 7.2359 9.2412 -0.3 -0.1 -0.1
H -27.1734 5.4686 6.7827 -0.5 0.2 -0.1
H -28.3651 5.5625 8.1958 0.1 0.1 -0.5
H -26.7451 4.9915 8.3800 0.2 -0.5 0.3
H -27.8178 7.9071 6.4574 0.0 0.0 -0.1
H -27.2465 9.1287 7.6054 0.1 0.1 0.1
H -28.6676 8.1707 7.9650 -0.2 -0.1 0.2
Cl -19.2291 3.3628 5.1691 -0.2 -0.5 0.3
C -19.1683 1.5756 5.3256 -0.1 0.2 -0.3
Cl -20.3609 0.8947 6.4538 0.0 0.3 0.1
H -18.1851 1.2832 5.6505 0.2 0.1 0.2
H -19.3805 1.1462 4.3588 -0.1 0.1 -0.2
Br -25.0933 3.2647 9.4793 0.2 0.0 0.0
C -24.8221 1.9702 8.1194 0.0 -0.9 0.3
C -25.2181 0.6541 8.4018 -0.6 0.2 0.1
C -25.0391 -0.3685 7.4795 0.4 -0.5 0.2
C -24.2880 -0.1605 6.3332 -0.3 1.4 0.7
C -23.8973 1.1623 6.0564 0.2 -0.8 -0.5
C -24.1802 2.2154 6.9128 0.2 0.5 -0.2
I -23.6109 4.2071 6.2488 -0.1 -0.7 0.4
H -25.7356 0.4052 9.3328 0.2 0.4 -0.3
H -25.4102 -1.3702 7.7049 0.1 0.3 0.0
H -24.0205 -0.9888 5.7050 0.0 0.0 -0.4
H -23.3629 1.3167 5.1356 0.1 0.3 -0.1
C -14.8500 9.9542 13.9474 0.5 -0.2 -0.6
C -14.6559 9.3578 12.5693 -0.2 -0.3 0.7
C -14.1762 8.0615 12.4619 -0.6 0.0 -0.9
C -14.0723 7.4432 11.2176 0.5 0.1 0.8
C -14.3463 8.1598 10.0702 0.2 0.5 0.3
C -14.8143 9.4644 10.1570 -0.1 0.0 0.3
C -15.0069 10.0252 11.4082 0.4 0.0 -0.2
S -14.1731 7.3633 8.5379 -0.7 0.7 -0.6
O -13.4476 6.1675 8.7307 0.8 -1.0 0.0
O -13.8797 8.3038 7.4983 -0.3 -0.3 0.5
N -15.7483 6.8693 8.3204 0.4 -0.4 -0.5
C -16.2505 5.8042 9.1789 -0.7 0.7 -1.3
C -17.4378 5.1436 8.4610 -0.6 1.0 -0.2
C -18.6255 6.0868 8.4393 0.3 -0.8 -0.1
O -18.5890 7.2387 8.1581 -0.5 0.2 0.2
O -19.8705 5.4665 8.7612 1.0 0.1 -0.1
H -15.7357 9.5216 14.4038 -0.1 0.1 0.2
H -14.9218 11.0291 13.8863 -0.3 0.3 0.1
H -13.9948 9.7294 14.5832 0.0 -0.1 0.0
H -13.9587 7.5142 13.3463 0.3 -0.4 0.6
H -13.6876 6.4383 11.1750 0.0 -0.2 -0.2
H -15.0282 10.0670 9.2921 0.1 0.0 -0.4
H -15.3427 11.0374 11.4688 -0.2 0.5 0.1
H -16.3382 7.6732 8.1973 -0.3 0.1 0.0
H -16.5523 6.1839 10.1341 -0.2 0.2 0.9
H -15.4878 5.0762 9.3086 0.7 -0.5 0.1
H -17.7251 4.1916 8.8413 -0.2 -0.7 0.5
H -17.1852 5.0184 7.4087 0.2 -0.1 -0.1
```
Positions in Å, forces in eV/Å.

Results
Energy relative to the best compared isomer or geometry (same formula, charge and spin) = 42.4 kJ/mol
LUMO energy = -0.3541 Eh
Orbital gap = 0.1788 Ha
E_HOMO = -14.502 eV
Total charge = +3
Total energy = -216877.7462 eV


Among the records above, which one has the lowest LUMO energy? C34H60BrCl2IN3O10P2STi


Among the records above, which one has the lowest orbital gap? C34H60BrCl2IN3O10P2STi


Which value of orbital gap does entry 2 give? 0.1788 Ha


The lowest E_HOMO belongs to which entry? C34H60BrCl2IN3O10P2STi